Entry 1:
Here is C46H44MgN7O6S as an isolated structure from the Open Molecules 2025 dataset. Energies are from wB97M-V/def2-TZVPD.

XYZ file:
```
105
Properties=species:S:1:pos:R:3:mulliken_charge:R:1
Mg -0.46 1.29 0.02 2.990
C -5.41 -3.30 0.66 -0.547
O -4.63 -4.48 0.79 -0.557
C -3.63 -4.47 1.73 0.590
C -3.57 -5.54 2.60 -0.478
C -2.58 -5.62 3.57 -0.719
C -1.64 -4.60 3.67 -1.505
C -1.68 -3.54 2.79 0.246
C -2.66 -3.45 1.80 -0.118
N -2.65 -2.44 0.84 0.478
C -2.13 -1.16 0.97 -0.968
N -2.16 -0.68 2.22 -0.097
C -1.36 0.31 2.83 0.137
C -0.56 1.18 2.11 -0.219
C 0.19 2.07 2.88 -0.732
C 0.12 2.12 4.26 -1.226
C -0.68 1.22 4.95 -0.603
C -1.41 0.29 4.24 1.060
O -2.20 -0.70 4.83 -0.416
C -1.71 -1.24 6.03 -1.001
N -1.74 -0.48 -0.06 0.878
C -1.84 -1.08 -1.32 -1.492
C -0.68 -1.53 -1.95 0.565
C -0.73 -2.17 -3.18 -0.501
C -1.95 -2.36 -3.82 -1.049
C -3.10 -1.89 -3.22 -0.476
C -3.06 -1.26 -1.98 0.524
O -4.29 -0.91 -1.45 -0.457
C -4.42 0.36 -0.83 -0.675
H -6.45 -3.63 0.54 0.349
H -5.12 -2.72 -0.22 0.161
H -5.34 -2.67 1.55 0.234
H -4.32 -6.31 2.51 0.460
H -2.54 -6.47 4.24 0.397
H -0.87 -4.65 4.42 0.475
H -0.92 -2.77 2.85 0.716
H -2.90 -2.73 -0.10 0.308
H -2.61 -1.27 2.91 0.516
H 0.84 2.76 2.36 0.342
H 0.70 2.84 4.81 0.413
H -0.72 1.24 6.03 0.285
H -1.88 -0.57 6.88 0.337
H -0.65 -1.47 5.96 0.410
H -2.27 -2.16 6.20 0.277
H 0.25 -1.38 -1.44 0.018
H 0.18 -2.53 -3.63 0.538
H -1.99 -2.84 -4.78 0.400
H -4.07 -2.01 -3.69 0.505
H -5.47 0.64 -0.95 0.466
H -3.79 1.11 -1.33 0.220
H -4.17 0.33 0.23 0.205
N -0.36 1.62 -2.69 -0.401
C 0.94 1.78 -3.23 0.346
C 1.71 0.66 -3.53 -0.191
C 3.02 0.80 -3.94 -0.837
C 3.57 2.06 -4.06 0.445
C 2.80 3.18 -3.83 -1.109
C 1.49 3.04 -3.42 -0.395
S 5.32 2.17 -4.51 1.376
O 5.76 3.48 -4.02 -0.729
O 5.32 2.05 -5.96 -0.725
O 5.93 1.04 -3.81 -0.654
H -0.84 0.82 -3.09 0.276
H -0.91 2.47 -2.79 0.385
H 1.27 -0.33 -3.42 0.078
H 3.66 -0.04 -4.15 0.341
H 3.26 4.15 -3.94 0.466
H 0.88 3.92 -3.21 0.265
N 1.52 1.25 -0.23 0.435
C 2.55 0.53 -0.17 0.693
C 3.95 1.00 -0.20 0.248
C 4.93 0.28 0.49 -0.316
C 6.25 0.65 0.39 -0.798
C 6.62 1.71 -0.43 -0.620
C 5.65 2.44 -1.11 -0.675
C 4.31 2.11 -0.96 -0.568
C 2.37 -0.94 -0.16 -1.060
C 3.00 -1.68 -1.16 -0.244
C 2.73 -3.03 -1.28 -0.907
C 1.87 -3.65 -0.38 -0.963
C 1.28 -2.92 0.64 -0.045
C 1.52 -1.56 0.75 -0.093
H 4.64 -0.57 1.09 0.454
H 7.01 0.10 0.93 0.393
H 7.66 1.97 -0.54 0.397
H 5.93 3.23 -1.79 0.458
H 3.55 2.66 -1.48 0.693
H 3.66 -1.18 -1.85 0.735
H 3.20 -3.60 -2.07 0.438
H 1.66 -4.71 -0.48 0.412
H 0.64 -3.42 1.35 0.531
H 1.05 -0.97 1.52 0.594
N 1.10 3.94 -0.44 -0.467
C -0.15 4.24 -0.25 -0.025
C -0.66 5.59 -0.18 -1.139
C -1.97 5.82 0.09 -0.340
C -2.84 4.73 0.28 -1.152
C -2.30 3.47 0.19 -0.250
N -1.03 3.21 -0.09 0.202
H 1.68 4.75 -0.59 0.171
H 1.63 2.28 -0.31 -0.227
H 0.03 6.41 -0.32 0.408
H -2.36 6.83 0.15 0.374
H -3.88 4.87 0.52 0.439
H -2.91 2.59 0.37 0.215
```

## Properties
- HOMO (hartree) = -0.179
- ΔE to the lowest compared entry with this formula, charge and spin (kcal/mol) = 6.5
- total charge = -1
- orbital gap (eV) = 6.784
- spin multiplicity = 1
- LUMO energy (eV) = 1.92
- E (eV) = -87416.2602

Entry 2:
Here is C46H45MnNPSb2 as an isolated structure from the Open Molecules 2025 dataset. Energies are from wB97M-V/def2-TZVPD.

XYZ file:
```
96
Properties=species:S:1:pos:R:3:mulliken_charge:R:1
Mn 0.24 0.71 -2.71 0.158
C 3.11 -1.54 0.47 -1.488
C 2.45 -1.08 1.80 -0.623
C 0.93 -1.09 1.92 -0.089
Sb 0.11 0.28 3.43 0.694
C -1.87 -0.36 3.55 0.663
C -2.16 -1.71 3.66 -0.467
C -3.39 -2.24 4.02 -0.476
C -4.42 -1.39 4.31 -0.746
C -4.17 -0.02 4.08 -0.454
C -2.91 0.53 3.78 -0.799
C 0.92 -0.92 5.03 0.605
C 0.13 -1.74 5.84 -0.543
C 0.68 -2.25 7.01 -0.702
C 2.04 -1.98 7.38 -0.638
C 2.82 -1.24 6.46 -0.510
C 2.26 -0.74 5.29 -0.778
Sb 2.50 -0.49 -1.34 1.004
C 3.99 1.07 -1.16 0.591
C 3.68 2.45 -1.08 -0.801
C 4.62 3.31 -0.66 -0.392
C 5.89 2.86 -0.35 -0.536
C 6.22 1.51 -0.46 -0.774
C 5.28 0.65 -1.02 -0.296
C 3.34 -1.77 -2.80 0.618
C 4.30 -2.78 -2.48 -0.171
C 4.82 -3.63 -3.38 -0.939
C 4.34 -3.45 -4.70 -0.272
C 3.45 -2.50 -5.11 -0.816
C 2.86 -1.68 -4.11 -0.298
H 2.87 -2.58 0.20 0.568
H 4.19 -1.42 0.46 0.594
H 3.02 -0.12 1.88 0.248
H 2.86 -1.67 2.65 0.507
H 0.51 -2.06 2.23 0.304
H 0.42 -0.84 0.97 -0.329
H -1.36 -2.40 3.45 0.409
H -3.50 -3.34 4.11 0.350
H -5.45 -1.71 4.58 0.349
H -4.95 0.71 4.20 0.416
H -2.80 1.61 3.63 0.456
H -0.87 -1.85 5.68 0.703
H 0.10 -2.75 7.72 0.464
H 2.47 -2.38 8.31 0.390
H 3.84 -0.98 6.65 0.375
H 2.80 -0.03 4.68 0.413
H 2.70 2.82 -1.28 0.413
H 4.38 4.33 -0.42 0.365
H 6.53 3.48 0.18 0.413
H 7.19 1.13 -0.17 0.403
H 5.56 -0.39 -1.14 0.358
H 4.61 -2.81 -1.45 0.374
H 5.60 -4.38 -3.19 0.416
H 4.68 -4.12 -5.48 0.340
H 3.10 -2.37 -6.08 0.517
H 2.09 -0.91 -4.38 0.006
N -0.87 -1.34 -2.58 -0.376
C -1.89 -1.47 -1.49 0.230
C -2.21 -2.70 -1.02 -0.499
C -3.11 -2.80 0.02 -0.697
C -3.67 -1.67 0.62 -1.051
C -3.41 -0.41 0.07 -0.624
C -2.47 -0.28 -0.95 -0.141
P -2.06 1.33 -1.73 1.526
C -2.35 2.66 -0.53 -0.063
C -1.43 2.77 0.55 0.099
C -1.48 3.77 1.47 -0.669
C -2.36 4.82 1.23 -0.346
C -3.22 4.83 0.19 -0.890
C -3.24 3.69 -0.68 -0.036
C -3.29 1.46 -3.08 0.286
C -4.56 0.87 -3.12 -0.325
C -5.34 1.01 -4.28 -0.799
C -4.91 1.81 -5.34 -0.353
C -3.70 2.44 -5.32 -0.792
C -2.91 2.28 -4.17 -0.013
H -1.17 -1.60 -3.52 0.187
H -0.06 -1.96 -2.35 0.231
H -1.69 -3.59 -1.52 0.372
H -3.43 -3.73 0.49 0.393
H -4.45 -1.77 1.35 0.653
H -4.05 0.34 0.31 0.847
H -0.67 1.94 0.75 -0.205
H -0.75 3.82 2.23 0.607
H -2.38 5.77 1.87 0.273
H -3.85 5.59 -0.15 0.496
H -3.91 3.70 -1.49 0.516
H -4.93 0.25 -2.34 0.468
H -6.13 0.41 -4.35 0.524
H -5.62 1.80 -6.16 0.341
H -3.34 3.02 -6.22 0.358
H -1.90 2.73 -4.17 0.264
C 0.95 1.55 -4.54 -1.407
H 2.03 1.66 -4.46 0.334
H 0.44 2.44 -4.92 0.361
H 0.74 0.86 -5.37 0.370
```

## Properties
- HOMO (spin up / spin down) (hartree) = -0.385 / -0.385
- ΔE to the lowest compared entry with this formula, charge and spin (kcal/mol) = 39.1
- total charge = +1
- ⟨S²⟩ = 8.7631
- orbital gap (spin up / spin down) (eV) = 8.230 / 7.907
- spin multiplicity = 6
- LUMO energy (spin up / spin down) (eV) = -2.25 / -2.58
- E (eV) = -103597.1011

Number 1: strongest force on any atom 0.96 eV/Å. Number 2: strongest force on any atom 4.61 eV/Å.